Record 1
13
Properties=species:S:1:pos:R:3:forces:R:3 method="wB97M-V/def2-TZVPD" fmax_ha_per_bohr=0.089 relative_energy_kcal_mol=37.4
C -1.234094 0.774406 -0.060334 0.8 2.9 3.4
C -0.226210 0.018824 0.302557 0.4 0.0 4.4
C 0.315936 -1.155134 -0.331266 1.4 0.4 -0.7
C 0.437259 0.131944 2.082201 -2.2 0.8 -3.9
F -0.498761 0.899777 2.703114 0.7 -0.2 0.2
F 0.447125 -1.077340 2.680869 0.1 0.3 -0.4
S 2.065813 0.940205 2.070959 0.2 -1.6 0.6
H -1.549956 1.676068 0.561767 0.4 -1.5 -0.3
H -1.641197 0.884928 -0.986419 -1.0 -0.6 -2.8
H 0.112120 -1.990714 0.298488 -0.1 -1.0 0.1
H -0.077635 -1.228164 -1.324276 -0.4 -0.5 -0.6
H 1.399109 -1.037566 -0.444232 0.0 -0.2 0.1
H 2.675083 -0.272142 2.384408 -0.3 1.2 -0.3


Record 2
18
Properties=species:S:1:pos:R:3:forces:R:3 method="wB97M-V/def2-TZVPD" fmax_ha_per_bohr=0.071 relative_energy_kcal_mol=26.0
C 2.083736 -0.818348 -1.210175 1.1 -0.2 1.2
C 2.310990 -0.776692 0.093056 -0.1 -1.5 0.8
C 1.624786 0.197390 0.933089 -2.6 2.3 1.0
C -2.042218 -0.497369 1.333674 -0.9 -0.6 -2.3
C -0.808079 0.306704 -1.426406 -1.2 0.5 -1.2
O 2.079345 0.894229 1.816025 -0.1 -1.1 -0.9
O -1.197411 2.194419 0.629570 -0.3 -1.4 -0.7
Si -0.828598 0.575980 0.393784 1.8 0.4 0.2
H 2.537312 -1.602246 -1.763577 0.1 -0.3 -0.8
H 1.564397 0.002042 -1.609342 -0.5 0.5 -1.0
H 2.816914 -1.602084 0.637667 -0.1 0.7 -0.4
H -2.082483 -1.565999 0.994149 0.6 0.7 0.8
H -2.000379 -0.333147 2.374305 0.2 -0.3 1.3
H -3.051419 -0.178505 1.003729 0.4 0.3 0.2
H -0.434819 -0.687041 -1.517118 0.6 -0.9 -0.4
H -1.787836 0.254276 -1.992329 0.8 0.4 0.8
H -0.122427 1.013453 -1.955629 -0.7 -0.5 0.5
H -0.661816 2.622935 1.265532 0.8 0.9 1.1


Record 3
105
Properties=species:S:1:pos:R:3:forces:R:3 method="wB97M-V/def2-TZVPD" charge=+3 fmax_ha_per_bohr=0.012
Sn 0.937141 0.027406 1.385930 -0.1 0.4 0.2
O -2.158906 1.554681 5.002348 0.0 -0.1 0.0
C -1.492650 0.903847 4.064125 -0.1 0.2 -0.1
O -1.364931 1.271819 2.919714 0.0 0.0 0.0
C -0.902545 -0.383025 4.568637 -0.1 0.1 0.0
C -1.153643 -0.873108 5.846170 0.1 -0.1 0.0
C -0.601144 -2.094564 6.201235 0.0 0.1 -0.1
C 0.165502 -2.778139 5.267062 0.0 0.0 -0.1
C 0.363735 -2.193550 4.023381 0.0 -0.2 0.1
N -0.145219 -1.015629 3.682794 -0.1 -0.1 0.1
C 1.180121 -2.795872 2.921884 0.0 -0.1 0.2
O 1.550295 -4.047873 2.957208 0.1 0.1 0.0
O 1.529338 -2.104998 1.976605 0.0 -0.1 -0.5
H -2.522890 2.381982 4.647597 0.0 0.0 0.0
H -1.761454 -0.307339 6.537278 0.0 0.0 0.0
H -0.768654 -2.512645 7.184519 0.0 0.0 0.0
H 0.602969 -3.731570 5.535992 0.0 0.0 0.0
H 1.241403 -4.528855 3.738119 -0.1 0.0 0.0
C 2.518767 -3.134908 -1.040984 -0.1 0.0 0.0
C 1.129455 -2.540151 -1.265868 0.0 0.0 0.0
C 0.787908 -2.512232 -2.760545 0.0 0.0 0.1
C 0.028551 -3.249408 -0.503130 0.1 0.1 -0.2
C -0.046690 -4.633035 -0.527858 0.1 -0.1 0.0
C -1.118755 -5.295508 0.042093 0.0 0.0 0.0
C -2.122965 -4.571780 0.657940 0.0 0.0 -0.1
C -2.102618 -3.178788 0.716646 0.2 0.0 0.1
C -3.258701 -2.512976 1.457154 0.0 0.2 -0.2
C -4.559133 -2.583513 0.643592 0.0 0.0 0.0
C -3.518069 -3.145551 2.820253 -0.4 0.0 -0.1
C -1.002056 -2.523959 0.106468 0.0 -0.3 0.2
N -0.894044 -1.076619 0.069587 -0.3 -0.1 0.3
C -1.954541 -0.514622 -0.354457 0.0 0.2 -0.4
C -2.384939 0.902920 -0.472883 0.2 0.1 0.1
C -3.761481 1.023192 -0.441400 0.0 0.0 0.0
C -4.426052 2.230206 -0.679306 0.0 0.1 0.0
C -3.710613 3.349433 -1.069702 -0.2 -0.1 0.0
C -2.342307 3.257492 -1.186465 0.3 -0.2 0.0
C -1.630017 2.069348 -0.843948 -0.4 -0.1 -0.4
N -0.288840 2.189892 -0.793005 0.4 0.2 0.3
C 0.351050 2.950913 -1.691051 -0.2 -0.2 0.0
C 1.403673 3.862374 -1.266578 0.2 -0.1 0.0
C 2.201140 4.410778 -2.234211 0.0 0.1 0.0
C 2.009421 4.135316 -3.592383 -0.1 -0.1 0.0
C 0.971286 3.320561 -4.014037 0.1 0.0 -0.1
C 0.092537 2.735680 -3.123663 -0.2 0.1 0.1
C -0.931765 1.784042 -3.710529 0.0 0.0 0.0
C -1.964585 2.561470 -4.542621 0.0 0.0 0.0
C -0.266669 0.694268 -4.562879 0.1 0.0 0.0
C 1.574584 4.430558 0.139236 -0.1 -0.1 0.0
C 0.340962 4.418108 1.034808 -0.1 0.1 0.0
C 2.775785 3.814556 0.861394 0.1 0.0 -0.1
H 3.267113 -2.550923 -1.581169 0.0 0.0 0.0
H 2.579285 -4.153947 -1.421935 0.0 0.0 0.0
H 2.781579 -3.156587 0.016843 0.0 0.0 0.0
H 1.141536 -1.500247 -0.925722 0.0 -0.2 0.0
H 0.763622 -3.527251 -3.159138 0.0 0.0 0.0
H 1.541036 -1.952551 -3.319877 0.0 0.0 0.0
H -0.190623 -2.061126 -2.941755 0.0 0.0 0.0
H 0.730936 -5.204194 -1.016595 0.0 0.0 0.0
H -1.180009 -6.374680 -0.006098 0.0 0.0 0.0
H -2.957083 -5.105157 1.095161 0.0 0.0 0.0
H -3.009613 -1.462581 1.639757 0.0 0.1 0.0
H -4.890865 -3.618918 0.557030 0.0 0.0 0.0
H -4.450621 -2.206213 -0.374875 0.0 0.0 0.0
H -5.355431 -2.025597 1.139260 0.0 0.0 0.0
H -3.883824 -4.167851 2.725701 0.0 0.0 0.0
H -4.284215 -2.579644 3.353271 0.0 0.0 0.0
H -2.627568 -3.166710 3.422444 0.5 0.0 0.4
H -2.728760 -1.183272 -0.729892 -0.1 0.1 0.1
H -4.350001 0.137040 -0.236167 0.0 0.0 0.0
H -5.502687 2.278726 -0.584105 0.0 0.0 0.0
H -4.217471 4.281030 -1.282223 0.0 0.0 0.0
H -1.758474 4.129440 -1.450177 0.0 0.0 0.1
H 2.959087 5.128467 -1.944666 0.0 0.0 0.0
H 2.655656 4.598763 -4.327527 0.0 0.0 0.0
H 0.840383 3.142984 -5.072766 0.0 0.0 0.0
H -1.476049 1.275766 -2.919385 0.0 0.0 0.1
H -1.488713 3.075715 -5.377967 0.0 0.0 0.0
H -2.492974 3.304820 -3.947087 0.0 0.0 0.0
H -2.696783 1.866991 -4.953569 0.0 0.0 0.0
H 0.160271 1.098499 -5.480589 0.0 0.0 0.0
H -1.014309 -0.043582 -4.853238 0.0 0.0 0.0
H 0.525473 0.175003 -4.016660 -0.1 0.0 0.0
H 1.821182 5.480346 -0.035790 0.0 0.0 0.0
H 0.061841 3.413846 1.345237 0.0 -0.1 0.0
H -0.520985 4.885457 0.553771 0.0 0.0 0.0
H 0.556775 4.995087 1.934218 0.0 0.0 0.0
H 2.555341 2.798120 1.184793 0.0 -0.2 0.0
H 3.009705 4.403717 1.748088 0.0 0.0 0.0
H 3.663187 3.786824 0.227808 0.0 0.0 0.0
O 3.277423 0.004817 2.353939 0.2 0.1 0.0
C 4.442949 -0.181726 1.544409 -0.1 -0.1 -0.1
C 4.107766 0.078687 0.100037 0.0 0.0 0.0
C 5.146906 0.175286 -0.818140 0.0 0.0 0.0
C 4.854113 0.391855 -2.149824 0.0 0.0 0.0
C 3.521423 0.501395 -2.534499 0.0 0.0 0.0
C 2.551084 0.382903 -1.566793 0.0 0.0 0.0
N 2.826298 0.180896 -0.266998 0.1 -0.2 0.1
H 3.527890 -0.098011 3.279906 0.0 0.0 0.0
H 4.805980 -1.209373 1.639806 0.0 0.0 0.0
H 5.237311 0.494117 1.866103 0.0 0.0 0.0
H 6.170866 0.071206 -0.483249 0.0 0.0 0.0
H 5.648258 0.468075 -2.880669 0.0 0.0 0.0
H 3.244208 0.660535 -3.567397 0.0 0.0 0.0
H 1.501825 0.423111 -1.833258 0.0 0.0 0.0


Calculated total energy
In order: -753.8508, -636.4515, -2515.9337
Unit: Eh
Orbital gap
In order: 0.379, 0.309, 0.186
Unit: Eh